Entry 1:
{"formula": "C66H64Ge2PPdS4", "method": "the ωB97M-V functional and the def2-TZVPD basis", "total_charge": 1, "e_tot_ev": -238622.3350, "mol_weight_g_mol": 1268.1, "largest_force_ev_per_a": 2.703, "homo_energy_ev": -10.269, "lumo_ev": -5.31, "gap_ev": 4.96, "elements": ["Pd", "Ge", "Ge", "S", "S", "S", "S", "P", "C", "C", "C", "C", "C", "C", "C", "C", "C", "C", "C", "C", "C", "C", "C", "C", "C", "C", "C", "C", "C", "C", "C", "C", "C", "C", "C", "C", "C", "C", "C", "C", "C", "C", "C", "C", "C", "C", "C", "C", "C", "C", "C", "C", "C", "C", "C", "C", "C", "C", "C", "C", "C", "C", "C", "C", "C", "C", "C", "C", "C", "C", "C", "C", "C", "C", "H", "H", "H", "H", "H", "H", "H", "H", "H", "H", "H", "H", "H", "H", "H", "H", "H", "H", "H", "H", "H", "H", "H", "H", "H", "H", "H", "H", "H", "H", "H", "H", "H", "H", "H", "H", "H", "H", "H", "H", "H", "H", "H", "H", "H", "H", "H", "H", "H", "H", "H", "H", "H", "H", "H", "H", "H", "H", "H", "H", "H", "H", "H", "H"], "xyz": [[0.058, 1.823, 0.743], [1.734, -0.253, -0.689], [-1.376, -0.480, -0.778], [0.149, -0.741, 0.964], [2.138, 1.901, -0.500], [-1.920, 1.645, -0.708], [0.263, -0.722, -2.345], [0.342, 3.482, 2.582], [2.442, -0.721, -5.195], [-2.396, -0.878, -4.149], [1.924, -4.166, -2.702], [0.458, 6.065, 6.388], [-1.256, -3.917, 3.521], [1.514, 6.076, 5.488], [-2.931, -1.723, -0.955], [-3.811, 0.818, -3.131], [-2.016, 0.049, -5.114], [-4.474, -2.127, 2.610], [-2.066, 2.352, -6.135], [-1.338, 2.737, 2.507], [-4.872, -2.177, -2.316], [-2.495, 1.350, -5.100], [-1.403, -3.827, 1.099], [3.224, 0.606, 4.055], [2.796, -2.834, 2.531], [-0.637, 5.242, 6.165], [3.391, -1.361, -0.724], [-0.241, 5.967, -1.179], [-0.833, -4.221, -0.238], [1.621, -1.761, -5.621], [4.335, 0.604, 1.898], [-2.690, 0.749, 2.827], [4.235, -1.405, 0.403], [-4.494, -3.420, -0.308], [-0.550, -4.340, 4.779], [-3.324, -2.705, -0.042], [5.419, -2.130, 0.326], [3.173, -1.384, 2.669], [2.838, -0.710, 3.840], [-0.691, 4.440, 5.035], [-1.920, -2.303, -4.267], [-1.461, 1.391, 2.906], [-2.473, 3.426, 2.051], [2.929, 1.279, 5.370], [3.890, -0.706, 1.677], [-3.697, -1.466, -2.101], [2.127, -2.953, -3.571], [-2.577, -3.071, 1.191], [4.022, 0.359, -3.576], [-2.446, -3.201, 3.592], [0.356, 4.468, 4.117], [-3.802, 1.450, 2.395], [0.032, 3.950, 0.020], [-3.269, -0.477, -3.129], [5.755, -2.810, -0.833], [-4.871, 1.215, -2.137], [5.240, 1.281, 0.907], [0.134, 6.036, 1.208], [-5.268, -3.155, -1.421], [4.930, -2.748, -1.939], [3.119, -0.775, -3.986], [-0.191, 4.571, -1.179], [0.179, 4.648, 1.210], [0.932, -1.686, -6.956], [-3.397, 1.714, -4.105], [1.477, -2.867, -4.797], [-0.773, -4.251, 2.264], [3.750, -2.009, -1.910], [-3.695, 2.790, 2.023], [-3.133, -2.803, 2.451], [1.470, 5.273, 4.360], [3.976, 1.245, 3.075], [-0.080, 6.686, -0.002], [2.956, -1.903, -3.166], [1.655, -1.837, -7.760], [-0.132, -5.048, -0.128], [0.251, 6.596, 2.127], [-0.599, 0.885, 3.325], [3.444, -3.447, 3.161], [2.571, 0.148, -5.832], [2.887, -3.189, 1.506], [0.909, -4.549, -2.819], [-1.132, -5.095, 5.310], [6.072, -2.160, 1.190], [4.168, 1.049, -4.405], [-4.649, 0.849, -1.132], [-2.929, 2.882, -6.539], [4.995, -0.010, -3.249], [4.868, 1.181, -0.115], [-1.402, 3.096, -5.689], [-0.295, -3.386, -0.700], [6.233, 0.828, 0.940], [0.435, -4.754, 4.567], [-4.781, -4.205, 0.381], [-4.695, -1.462, 1.777], [5.203, -3.255, -2.857], [-5.464, -1.963, -3.198], [0.486, 6.694, 7.267], [0.162, -2.452, -7.047], [-2.387, 4.453, 1.721], [-4.974, 2.299, -2.094], [0.480, -0.705, -7.106], [-1.619, -4.524, -0.931], [3.590, 0.925, -2.746], [2.270, -1.236, 4.603], [-1.550, 3.805, 4.869], [2.097, -3.937, -1.651], [0.110, -4.873, 2.181], [6.672, -3.383, -0.876], [-1.329, -0.262, -5.894], [-1.872, -2.797, -3.298], [1.771, -2.976, 2.865], [1.969, 0.957, 5.777], [-0.310, 4.011, -2.098], [-5.837, 0.793, -2.422], [-0.931, -2.328, -4.724], [4.307, 2.266, 3.242], [-0.433, -3.492, 5.456], [-4.518, -1.566, 3.544], [0.846, -3.691, -5.113], [-2.767, -0.292, 3.108], [5.340, 2.341, 1.138], [-2.869, -2.969, 4.565], [-1.459, 5.223, 6.869], [-3.794, 2.725, -4.097], [-5.263, -2.881, 2.646], [-1.538, 1.872, -6.957], [2.296, 5.269, 3.658], [-0.399, 6.487, -2.114], [2.929, 2.365, 5.275], [2.615, -4.962, -2.992], [-6.178, -3.716, -1.594], [-0.124, 7.767, -0.028], [-2.607, -2.872, -4.899], [2.373, 6.707, 5.672], [3.701, 1.006, 6.093], [-4.569, 3.337, 1.694], [-4.764, 0.957, 2.336]]}

***

Entry 2:
{"formula": "C66H70BaF6N6O2P2", "method": "the ωB97M-V functional and the def2-TZVPD basis", "total_charge": -1, "s_squared": 0.760, "e_tot_ev": -118199.7636, "spin_multiplicity": 2, "mol_weight_g_mol": 1292.6, "largest_force_ev_per_a": 3.985, "homo_energy_ev": [-3.844, -3.850], "lumo_ev": [1.94, 1.58], "gap_ev": [5.78, 5.43], "de_lowest_ev": 0.7942, "elements": ["Ba", "P", "P", "F", "F", "F", "F", "F", "F", "O", "O", "N", "N", "N", "N", "N", "N", "C", "C", "C", "C", "C", "C", "C", "C", "C", "C", "C", "C", "C", "C", "C", "C", "C", "C", "C", "C", "C", "C", "C", "C", "C", "C", "C", "C", "C", "C", "C", "C", "C", "C", "C", "C", "C", "C", "C", "C", "C", "C", "C", "C", "C", "C", "C", "C", "C", "C", "C", "C", "C", "C", "C", "C", "C", "C", "C", "C", "C", "C", "C", "C", "C", "C", "H", "H", "H", "H", "H", "H", "H", "H", "H", "H", "H", "H", "H", "H", "H", "H", "H", "H", "H", "H", "H", "H", "H", "H", "H", "H", "H", "H", "H", "H", "H", "H", "H", "H", "H", "H", "H", "H", "H", "H", "H", "H", "H", "H", "H", "H", "H", "H", "H", "H", "H", "H", "H", "H", "H", "H", "H", "H", "H", "H", "H", "H", "H", "H", "H", "H", "H", "H", "H", "H"], "xyz": [[0.277, -0.803, 0.332], [-2.417, 1.462, 2.169], [0.803, -1.672, 3.862], [1.090, -0.936, 2.404], [0.025, -2.869, 3.113], [2.200, -2.466, 3.754], [-0.582, -0.827, 3.977], [0.502, -2.362, 5.292], [1.594, -0.452, 4.593], [2.164, 7.305, -1.721], [3.354, 6.110, 4.118], [0.816, -3.192, 0.205], [-1.208, -1.857, -1.428], [2.669, -0.960, -0.180], [-0.299, 3.200, -0.369], [0.707, 0.334, -1.954], [0.563, 2.477, 2.029], [2.370, 5.294, 4.717], [0.382, -5.340, 0.880], [-4.678, -1.906, 2.883], [3.057, 0.933, -1.641], [-4.011, -4.235, -2.085], [0.613, 3.985, 0.195], [-4.075, 2.306, 5.785], [-3.092, -0.243, 2.159], [1.820, 1.025, -2.278], [-3.087, -1.930, -2.746], [3.505, 1.883, -5.092], [-3.848, -2.908, 2.414], [0.759, 2.177, 3.295], [-4.303, -0.581, 2.769], [-3.632, 1.346, -0.388], [5.876, -1.790, 1.504], [1.585, 1.808, -3.478], [-2.661, -2.571, 1.774], [-1.820, -3.050, -1.261], [5.974, 0.732, -0.539], [1.853, -3.638, 0.945], [-0.329, -6.651, 0.956], [-3.237, 1.912, 4.759], [-4.129, 1.924, -1.543], [-3.575, 2.155, 3.428], [-4.074, -1.555, -3.804], [2.603, 2.678, -4.142], [-0.193, 4.523, -2.342], [-2.316, -1.255, 1.637], [-1.909, -1.170, -2.360], [1.392, 6.470, -2.558], [3.036, -2.951, 1.163], [-1.469, -0.018, -3.001], [4.775, -1.196, 0.688], [-0.223, 0.597, -2.895], [-3.681, 4.105, -0.656], [3.588, -6.496, 1.611], [5.929, 2.116, 0.112], [-3.184, 3.529, 0.496], [0.305, 1.540, -3.870], [4.806, -0.124, -0.154], [1.200, 5.051, -0.487], [-4.164, 3.301, -1.677], [-3.175, 2.144, 0.653], [-3.031, -3.106, -2.057], [-4.985, -4.160, -0.906], [-0.402, 2.017, -5.100], [-3.623, -2.086, -5.168], [-1.308, -4.119, -0.533], [1.583, -4.989, 1.413], [-4.768, 2.819, 3.155], [3.457, 0.015, -0.680], [2.453, -5.772, 2.338], [-0.089, -7.463, -0.319], [6.515, -2.987, 0.794], [1.505, 4.629, 2.446], [-5.604, 3.215, 4.185], [-0.085, -4.188, 0.130], [-0.319, 0.983, -6.227], [0.929, 3.681, 1.600], [-5.265, 2.957, 5.502], [-0.682, 3.459, -1.600], [1.347, 3.041, 4.208], [1.739, 4.299, 3.775], [0.784, 5.333, -1.777], [3.429, -1.732, 0.616], [3.761, -3.447, 1.791], [0.590, 7.053, -3.036], [0.049, 2.953, -5.443], [1.486, 2.730, 5.230], [6.002, 2.032, 1.194], [5.982, 0.859, -1.626], [5.472, -2.109, 2.468], [-2.121, 0.371, -3.772], [6.644, -1.037, 1.698], [2.510, 8.027, -2.251], [4.212, -7.039, 2.320], [2.868, -5.090, 3.083], [4.260, 2.531, -5.539], [2.023, 6.046, -3.356], [2.781, 4.771, 5.595], [-1.916, -5.015, -0.507], [4.210, -5.785, 1.073], [-5.056, -1.968, -3.558], [1.749, 5.623, 2.101], [1.967, 5.657, -0.036], [6.905, 0.231, -0.264], [-1.401, -6.486, 1.083], [7.343, -3.389, 1.377], [-0.617, -8.415, -0.282], [0.973, -7.662, -0.440], [-5.613, -2.155, 3.367], [-4.552, 3.752, -2.580], [-3.541, -3.170, -5.140], [-4.328, -1.810, -5.949], [-4.579, -4.214, -3.018], [-5.061, 3.012, 2.132], [-4.938, 0.192, 3.179], [0.419, 1.209, 3.610], [-2.321, 1.383, 4.975], [-3.809, 2.100, 6.811], [-2.787, 4.150, 1.289], [3.186, -7.209, 0.893], [4.004, 1.082, -4.550], [-2.644, -1.686, -5.422], [1.597, 5.984, 5.068], [-5.926, 3.260, 6.303], [6.890, -2.684, -0.181], [-3.481, -5.189, -2.047], [-0.430, -6.906, -1.188], [-5.689, -4.992, -0.936], [2.105, 3.475, -4.704], [4.992, 2.613, -0.125], [-5.548, -3.230, -0.937], [-4.445, -4.189, 0.036], [0.719, 0.816, -6.503], [-4.493, 1.294, -2.341], [6.754, 2.733, -0.242], [0.025, -7.216, 1.820], [-3.682, 5.182, -0.768], [3.228, 3.148, -3.378], [-4.112, -3.947, 2.557], [5.782, -3.776, 0.643], [1.843, -6.510, 2.865], [-0.866, 1.319, -7.108], [-1.425, 2.787, -2.004], [-6.538, 3.715, 3.958], [-1.454, 2.216, -4.874], [-0.554, 4.700, -3.343], [3.828, 1.599, -2.006], [-0.734, 0.036, -5.894], [-2.017, -3.360, 1.416], [3.971, 5.546, 3.641], [-3.595, 0.271, -0.296], [-4.174, -0.469, -3.860], [2.918, 1.431, -5.890]]}

***

Entry 3:
{"formula": "C66H88N5O", "method": "the ωB97M-V functional and the def2-TZVPD basis", "total_charge": 1, "e_tot_ev": -79361.6135, "mol_weight_g_mol": 967.5, "largest_force_ev_per_a": 2.909, "homo_energy_ev": -8.417, "lumo_ev": -4.25, "gap_ev": 4.17, "elements": ["O", "N", "N", "N", "N", "N", "C", "C", "C", "C", "C", "C", "C", "C", "C", "C", "C", "C", "C", "C", "C", "C", "C", "C", "C", "C", "C", "C", "C", "C", "C", "C", "C", "C", "C", "C", "C", "C", "C", "C", "C", "C", "C", "C", "C", "C", "C", "C", "C", "C", "C", "C", "C", "C", "C", "C", "C", "C", "C", "C", "C", "C", "C", "C", "C", "C", "C", "C", "C", "C", "C", "C", "H", "H", "H", "H", "H", "H", "H", "H", "H", "H", "H", "H", "H", "H", "H", "H", "H", "H", "H", "H", "H", "H", "H", "H", "H", "H", "H", "H", "H", "H", "H", "H", "H", "H", "H", "H", "H", "H", "H", "H", "H", "H", "H", "H", "H", "H", "H", "H", "H", "H", "H", "H", "H", "H", "H", "H", "H", "H", "H", "H", "H", "H", "H", "H", "H", "H", "H", "H", "H", "H", "H", "H", "H", "H", "H", "H", "H", "H", "H", "H", "H", "H", "H", "H", "H", "H", "H", "H"], "xyz": [[-1.034, -6.783, 3.034], [-1.000, -6.773, 0.714], [1.871, 3.116, 1.230], [0.535, 3.201, 1.183], [-0.292, -4.652, 0.343], [2.196, 2.067, 0.437], [2.058, -6.134, 1.611], [-0.909, -8.212, 0.579], [0.305, 5.609, 1.630], [-1.298, 2.584, 3.293], [-2.208, 3.299, -0.487], [-3.223, -4.960, -0.128], [-4.299, 2.048, -0.303], [1.536, 5.950, 0.777], [-0.486, 6.635, 2.165], [5.570, 2.577, -1.053], [0.767, -4.217, -5.666], [1.051, 1.532, -0.204], [1.252, 7.018, -0.277], [-0.114, 4.288, 1.868], [4.406, 1.245, 1.117], [-5.946, 1.254, -2.060], [-0.833, 4.187, -2.404], [3.263, -7.228, -0.179], [-2.681, 2.271, 3.854], [-0.123, -4.882, 1.781], [1.058, 0.492, -1.145], [2.547, 0.031, 2.463], [-1.200, 3.982, 2.704], [-1.762, -1.306, -0.137], [-3.590, 3.213, -0.624], [-6.595, 3.123, -0.487], [1.141, -3.878, -4.372], [-2.312, 5.793, -1.099], [0.062, -1.934, -6.040], [0.432, -3.677, -0.253], [3.855, 0.822, 2.489], [-0.779, -6.233, 1.971], [-1.688, 6.342, 2.810], [-2.787, -6.991, -1.525], [5.773, 1.125, 0.858], [0.548, -3.588, -1.631], [-2.262, -5.612, -1.125], [3.611, 1.923, 0.184], [-0.155, 2.324, 4.276], [6.354, 1.784, -0.221], [-1.587, -0.258, 0.959], [2.676, -6.078, 0.357], [1.349, -4.941, 2.205], [-1.469, 2.196, 0.066], [3.749, 2.027, 3.429], [-0.015, 2.268, 0.303], [-2.208, -4.765, -2.396], [0.834, -2.599, -3.821], [-3.599, 1.007, 0.293], [0.186, -3.255, -6.500], [3.286, -8.421, 0.551], [-1.469, 4.512, -1.057], [3.097, 3.427, -3.022], [-5.773, 1.845, -0.652], [0.833, -2.456, -2.384], [2.710, -8.458, 1.824], [-2.189, -0.764, 2.274], [0.392, -1.593, -4.727], [2.769, 6.234, 1.635], [-0.861, -5.816, -0.391], [2.117, -7.316, 2.358], [3.415, 3.813, -1.579], [-2.068, 5.020, 3.054], [-2.216, 1.034, 0.451], [4.151, 5.151, -1.522], [4.201, 2.718, -0.818], [-4.111, 4.073, -1.048], [-1.593, -1.600, 2.676], [-2.932, -3.924, 0.089], [3.748, -9.321, 0.135], [-6.158, 1.095, 0.055], [-0.166, 7.672, 2.041], [-4.234, -4.941, -0.559], [2.716, -9.375, 2.416], [2.550, 6.991, 2.402], [-0.126, -6.227, -1.114], [1.767, 5.039, 0.213], [1.101, 8.008, 0.183], [3.069, 5.301, 2.131], [-0.520, -0.062, 1.114], [-1.496, -2.305, 0.215], [-2.203, 0.025, 3.035], [2.694, -5.133, -0.197], [1.340, -5.035, 3.297], [0.343, -4.523, -2.157], [-0.646, 4.722, -0.360], [-2.665, 1.321, 4.398], [1.856, -4.008, 1.947], [1.677, 0.697, 2.387], [-4.147, 0.111, 0.598], [-1.516, -5.179, -3.145], [1.669, -7.335, 3.356], [2.518, -0.686, 1.634], [6.029, 3.111, -1.887], [-0.690, -4.129, 2.355], [3.600, 6.583, 1.008], [-6.401, 3.578, 0.490], [-7.660, 2.881, -0.553], [-0.971, -8.491, -0.475], [-0.255, 3.256, -2.342], [1.006, -1.502, -1.913], [-3.255, -5.531, 0.808], [3.431, 1.721, 4.434], [-1.131, 1.911, 2.445], [3.712, -7.185, -1.172], [0.905, -2.927, 0.387], [-1.724, -8.684, 1.146], [-5.661, 1.981, -2.830], [2.400, 4.143, -3.483], [-0.153, 4.989, -2.726], [4.019, 3.419, -3.622], [6.387, 0.523, 1.531], [2.031, 0.122, -1.452], [-1.951, -3.717, -2.200], [2.442, -0.522, 3.407], [0.812, 2.572, 3.819], [-6.993, 0.975, -2.225], [4.614, 0.152, 2.913], [-1.123, -1.074, -0.992], [-6.348, 3.847, -1.270], [-0.260, 2.949, 5.175], [1.605, -4.636, -3.745], [2.457, 3.928, -1.052], [5.057, 5.101, -2.139], [0.143, 0.409, -1.726], [-0.122, 1.265, 4.569], [-3.728, -6.874, -2.080], [0.917, -5.239, -6.019], [0.046, -8.585, 0.983], [-1.684, 6.647, -1.380], [0.354, 6.754, -0.852], [4.707, 2.553, 3.516], [4.442, 5.383, -0.491], [-2.747, 6.012, -0.113], [-1.612, 4.055, -3.169], [-3.403, 2.202, 3.031], [2.644, 2.431, -3.058], [-3.215, -4.768, -2.849], [2.097, 7.068, -0.978], [-2.996, -7.602, -0.641], [-3.121, 5.714, -1.837], [7.426, 1.696, -0.396], [-2.800, -1.327, -0.498], [-5.333, 0.355, -2.198], [-2.073, -7.506, -2.184], [-3.023, 3.052, 4.544], [-2.335, 7.152, 3.152], [-3.220, -1.121, 2.130], [-0.160, -3.530, -7.497], [3.528, 5.974, -1.893], [-0.343, -1.184, -6.720], [0.217, -0.580, -4.357], [3.018, 2.744, 3.034], [-3.018, 4.795, 3.550]]}